No. 1
The following is a quantum chemistry calculation of C6F18O18S6Y as an isolated structure, from the OMol25 dataset.

The calculation puts the highest occupied orbital energy at -2.15 eV. As for the charge: -3. The multiplicity is 1. The LUMO energy comes out at 6.3 eV. The calculation puts the HOMO-LUMO gap at 8.40 eV.

Each line ends with the natural charge from an NBO analysis.
Geometry (Å):
Y -0.263 -0.107 -0.121  2.0496
C -0.085 0.567 4.384  0.7368
F -0.101 -0.239 5.451  -0.3254
F -0.894 1.616 4.642  -0.3237
F 1.156 1.036 4.237  -0.3079
S -0.714 -0.361 2.855  2.2951
O -1.353 0.574 1.892  -0.9629
O 0.457 -0.871 2.143  -0.9833
O -1.550 -1.432 3.347  -0.9330
C 4.304 -0.767 1.363  0.7212
F 4.548 0.517 1.069  -0.3277
F 5.488 -1.375 1.402  -0.3336
F 3.747 -0.861 2.566  -0.3220
S 3.105 -1.399 0.016  2.3430
O 1.938 -0.494 0.057  -1.0140
O 3.883 -1.194 -1.202  -0.9755
O 2.838 -2.795 0.306  -0.9595
C 1.724 1.340 -4.292  0.7217
F 2.821 0.754 -3.813  -0.3234
F 1.752 2.587 -3.855  -0.3132
F 1.768 1.219 -5.619  -0.3367
S 0.112 0.482 -3.707  2.3460
O -0.978 1.387 -4.008  -0.9683
O 0.116 -0.757 -4.445  -0.9551
O 0.209 0.442 -2.236  -1.0301
C 1.434 3.542 1.881  0.7045
F 0.693 3.304 2.954  -0.3273
F 1.951 4.763 2.033  -0.3348
F 2.341 2.578 1.830  -0.3099
S 0.320 3.529 0.372  2.3621
O -0.861 4.200 0.835  -0.9598
O 1.002 4.229 -0.706  -0.9678
O 0.170 2.091 0.126  -1.0288
C -4.815 -0.289 -0.281  0.7114
F -4.858 0.062 1.005  -0.3181
F -4.516 -1.600 -0.326  -0.3198
F -6.020 -0.134 -0.868  -0.3434
S -3.559 0.846 -1.155  2.3569
O -3.935 0.939 -2.538  -0.9374
O -3.726 2.040 -0.334  -0.9594
O -2.248 0.206 -0.937  -1.0438
C -0.646 -4.699 -0.658  0.7564
F -0.813 -5.381 -1.779  -0.3096
F -1.425 -5.262 0.294  -0.3371
F 0.603 -4.696 -0.224  -0.2932
S -1.201 -2.892 -0.913  2.2847
O -1.431 -2.128 0.307  -0.9884
O -0.111 -2.142 -1.564  -0.9759
O -2.373 -2.972 -1.783  -0.9397

No. 2
The following is a quantum chemistry calculation of a 21-piece molecular cluster, H43O21 overall, from the OMol25 dataset.

The calculation puts the highest occupied orbital energy (alpha / beta) at -2.51 / -10.67 eV. The multiplicity is 2. The LUMO energy (alpha / beta) comes out at -0.2 / -0.3 eV. The calculation puts the HOMO-LUMO gap (alpha / beta) at 2.36 / 10.38 eV.

Each line ends with the Mulliken spin population.
Geometry (Å):
O -2.753 -2.036 -1.883  -0.1021
H 3.361 2.204 0.311  0.0097
H -0.737 -4.035 1.233  0.0393
O 0.998 1.229 2.094  0.0557
H 1.842 1.695 2.012  -0.0264
H 0.931 3.193 -3.416  0.0188
O 2.641 2.596 0.692  -0.1116
H 1.899 2.253 0.214  -0.0028
H -0.674 -2.399 3.379  0.0265
O -1.095 4.675 -1.319  0.0219
H 1.732 -1.589 4.166  0.0025
H 4.141 1.464 2.870  0.0177
O 0.346 -1.320 0.510  0.2028
H -0.003 -0.932 1.467  -0.0023
H 0.334 -2.294 0.769  -0.0176
O 1.713 -2.222 3.345  -0.0928
H -3.869 2.692 -2.696  0.0328
H 2.823 -3.277 1.881  0.0497
O -1.103 0.155 -1.084  0.7228
H -0.493 -0.861 -0.098  0.0705
H 2.571 -2.186 2.916  0.0423
O -0.012 3.466 -3.395  0.0194
H -3.102 -2.942 -2.476  0.0348
H 0.027 0.715 4.570  0.0196
O -3.278 0.293 -3.758  -0.0698
H 0.716 -1.216 -1.210  0.0068
H -3.768 3.806 1.424  -0.0112
O -1.058 -2.209 2.470  0.0160
H -0.696 4.294 -2.000  0.0014
H 1.375 -1.094 -3.603  0.0144
O -3.137 2.724 -2.098  -0.0698
H -2.509 2.176 -2.589  0.0058
H -0.311 0.800 -0.788  -0.0279
O 0.283 2.351 -0.818  0.4773
H -0.184 3.104 -0.258  -0.0426
H -1.411 0.034 -1.962  -0.2229
O 1.421 -1.686 -1.785  -0.0711
H -3.052 0.679 -4.605  0.0221
H 2.206 -1.519 -1.585  0.0152
O 2.292 -3.799 1.472  -0.0314
H 1.504 -4.262 1.948  0.0428
H -0.549 3.510 -4.259  -0.0043
O -0.621 -4.879 1.618  0.0313
H 0.624 -1.653 -4.772  -0.0011
H 1.067 0.331 2.507  0.0568
O 3.961 -1.686 -1.090  -0.0542
H -3.379 -2.436 -1.218  -0.0042
O -2.724 -0.024 0.915  -0.2126
H -3.011 0.197 -0.084  0.0159
H 1.464 0.324 5.168  0.0062
O 1.266 -0.927 -4.492  -0.0146
H -4.073 0.579 -3.375  0.0135
H -2.212 0.748 1.125  0.0910
O 3.746 0.608 3.275  -0.0041
H -2.006 -2.198 2.527  0.0481
H 0.453 2.859 -1.580  -0.0781
O 0.604 0.067 4.925  -0.0293
H 4.312 0.036 2.815  -0.0038
H -1.831 4.146 -1.093  0.0086
O -3.303 2.958 1.073  0.0326
H -3.626 2.226 1.344  0.0132
H -0.905 -5.379 0.827  -0.0166
H 4.005 -2.657 -0.943  0.0129
H 4.826 -1.469 -1.528  0.0063

No. 3
The following is a quantum chemistry calculation of C27H80FeN6O11 as an isolated structure, from the OMol25 dataset.

The calculation puts the highest occupied orbital energy (alpha / beta) at -6.05 / -7.49 eV. The multiplicity is 7. The LUMO energy (alpha / beta) comes out at -0.3 / -2.6 eV. The calculation puts the HOMO-LUMO gap (alpha / beta) at 5.73 / 4.85 eV.

Each line ends with the Mulliken spin population.
Geometry (Å):
Fe 15.649 -10.873 22.756  5.7389
C 17.712 -13.359 19.277  0.0006
O 17.725 -13.602 20.714  0.0136
H 18.709 -13.111 18.911  0.0001
H 17.445 -14.269 18.739  0.0011
H 17.113 -12.504 18.963  0.0009
C 15.503 -9.508 18.891  0.0179
C 14.313 -9.948 19.778  -0.0060
O 14.597 -10.501 21.064  0.3622
H 16.159 -10.363 18.727  0.0020
H 16.127 -8.709 19.292  0.0195
H 15.104 -9.213 17.921  -0.0001
H 13.658 -10.582 19.181  0.0321
H 13.760 -9.016 19.894  0.0000
O 13.988 -11.161 23.834  -0.2264
H 13.451 -10.496 24.267  0.0412
H 13.820 -11.963 24.328  0.0388
O 15.585 -12.944 22.426  -0.0069
H 15.284 -13.773 22.798  0.0145
H 16.238 -13.197 21.773  0.0079
O 17.392 -11.030 21.739  -0.0817
H 17.639 -11.826 21.269  0.0350
H 18.118 -10.425 21.584  -0.0096
C 10.027 -8.111 20.523  -0.0020
C 10.427 -7.951 19.093  0.0008
C 10.193 -9.255 18.285  0.0007
O 10.681 -9.269 16.931  -0.0002
C 12.044 -9.082 16.671  0.0029
N 9.591 -6.850 18.598  0.0001
H 10.165 -7.196 21.101  0.0005
H 10.407 -8.991 21.041  0.0015
H 8.980 -8.394 20.635  0.0001
H 11.487 -7.701 19.050  -0.0002
H 9.124 -9.458 18.221  0.0000
H 10.635 -10.036 18.904  -0.0009
H 12.621 -9.909 17.085  -0.0024
H 12.454 -8.173 17.110  -0.0009
H 12.225 -9.093 15.596  0.0001
H 9.546 -6.864 17.589  0.0000
H 8.627 -6.956 18.882  0.0000
C 14.282 -6.289 17.211  -0.0006
C 13.484 -5.106 16.559  0.0000
C 12.067 -5.487 16.051  0.0000
O 11.240 -4.378 15.590  0.0000
C 9.853 -4.563 15.475  0.0000
N 13.367 -4.031 17.542  -0.0001
H 13.882 -6.773 18.102  0.0012
H 15.279 -5.920 17.451  -0.0001
H 14.475 -6.977 16.388  0.0003
H 14.032 -4.645 15.738  0.0000
H 11.525 -6.036 16.821  0.0001
H 12.145 -6.148 15.188  0.0000
H 9.395 -4.904 16.403  0.0000
H 9.591 -5.203 14.632  0.0000
H 9.409 -3.589 15.271  0.0000
H 12.606 -4.373 18.111  -0.0002
H 12.934 -3.263 17.049  0.0000
C 13.774 -13.791 18.130  -0.0008
C 12.311 -14.125 18.027  -0.0007
C 11.930 -15.468 18.618  0.0000
O 10.562 -15.584 18.487  0.0000
C 9.950 -16.586 19.281  0.0000
N 11.593 -12.962 18.576  0.0002
H 14.153 -13.727 19.150  0.0028
H 13.918 -12.818 17.659  0.0001
H 14.540 -14.313 17.556  0.0001
H 12.106 -14.184 16.958  0.0000
H 12.185 -15.492 19.678  0.0001
H 12.352 -16.279 18.025  -0.0001
H 8.882 -16.648 19.074  0.0000
H 10.096 -16.493 20.357  0.0000
H 10.279 -17.584 18.992  0.0000
H 12.173 -12.501 19.262  0.0016
H 10.800 -13.281 19.115  0.0002
C 15.256 -12.845 11.628  0.0000
C 16.073 -11.553 11.809  0.0000
C 16.692 -11.416 13.316  0.0000
O 15.496 -11.419 14.170  0.0001
C 15.784 -11.514 15.533  -0.0005
N 17.082 -11.541 10.741  0.0000
H 15.832 -13.695 11.262  0.0000
H 14.350 -12.799 11.025  0.0000
H 15.083 -13.305 12.601  0.0000
H 15.399 -10.721 11.608  0.0000
H 17.175 -10.443 13.406  0.0000
H 17.413 -12.168 13.635  0.0000
H 14.852 -11.273 16.044  0.0002
H 16.415 -10.698 15.884  0.0004
H 16.144 -12.458 15.944  0.0002
H 17.675 -12.324 10.976  0.0000
H 17.626 -10.710 10.922  0.0000
C 13.386 -5.980 20.966  -0.0275
C 12.950 -4.851 21.991  -0.0009
C 14.050 -4.562 23.028  -0.0111
O 13.604 -3.703 24.047  0.0008
C 14.426 -3.411 25.174  -0.0001
N 12.672 -3.655 21.193  -0.0003
H 13.364 -6.957 21.449  0.0274
H 14.375 -5.911 20.513  -0.0065
H 12.686 -6.157 20.149  0.0044
H 12.015 -5.094 22.497  -0.0004
H 14.877 -3.957 22.657  -0.0008
H 14.254 -5.530 23.484  0.0127
H 14.499 -4.294 25.809  0.0005
H 14.117 -2.538 25.749  0.0000
H 15.435 -3.199 24.819  0.0000
H 13.365 -3.428 20.494  -0.0002
H 12.662 -2.882 21.843  -0.0001
C 17.733 -6.166 19.679  -0.0246
C 19.111 -6.058 19.032  0.0037
C 19.411 -7.085 17.913  -0.0004
O 19.309 -8.428 18.470  0.0005
C 19.025 -9.376 17.431  0.0001
N 19.264 -4.699 18.650  -0.0001
H 17.627 -5.434 20.480  -0.0034
H 17.599 -7.145 20.140  0.0279
H 16.908 -5.999 18.986  -0.0023
H 19.855 -6.182 19.819  0.0002
H 20.404 -6.950 17.485  0.0001
H 18.685 -6.948 17.112  -0.0001
H 18.036 -9.153 17.032  -0.0006
H 19.058 -10.384 17.847  0.0009
H 19.712 -9.090 16.635  0.0000
H 19.864 -4.715 17.837  0.0000
H 18.382 -4.423 18.244  -0.0002

No. 4
The following is a quantum chemistry calculation of a 9-piece molecular cluster, C51H45N9O12 overall, from the OMol25 dataset.

The calculation puts the highest occupied orbital energy at -9.17 eV. The multiplicity is 1. The LUMO energy comes out at -0.6 eV. The structure (SMILES) is O=[N+]([O-])c1ccccc1.O=[N+]([O-])c1ccccc1.O=[N+]([O-])c1ccccc1.O=[N+]([O-])c1ccccc1.O=[N+]([O-])c1ccccc1.O=[N+]([O-])c1ccccc1.c1ccncc1.c1ccncc1.c1ccncc1. The calculation puts the HOMO-LUMO gap at 8.58 eV.

Each line ends with the Löwdin charge.
Geometry (Å):
O 2.674 -3.945 -0.713  0.0905
N 2.893 -4.031 -1.904  -0.3374
O 3.106 -3.087 -2.654  0.0606
C 2.881 -5.364 -2.504  -0.1662
C 2.851 -6.471 -1.683  -0.0031
C 2.971 -7.747 -2.218  -0.0622
C 3.231 -7.886 -3.570  -0.0679
C 3.216 -6.763 -4.397  -0.0618
C 3.076 -5.497 -3.866  -0.0133
H 2.619 -6.337 -0.633  0.1219
H 3.007 -8.591 -1.544  0.1088
H 3.590 -8.835 -3.948  0.1087
H 3.494 -6.888 -5.435  0.1098
H 3.079 -4.638 -4.521  0.1176
O 0.739 3.274 2.273  0.0608
N 1.267 3.224 3.363  -0.3460
O 1.883 4.132 3.884  0.0721
C 1.181 1.954 4.115  -0.1678
C 1.540 1.930 5.446  -0.0014
C 1.515 0.714 6.120  -0.0631
C 1.048 -0.422 5.473  -0.0702
C 0.570 -0.339 4.174  -0.0503
C 0.659 0.852 3.463  -0.0098
H 1.918 2.809 5.945  0.1191
H 1.734 0.676 7.178  0.1059
H 1.048 -1.364 6.009  0.1060
H 0.209 -1.205 3.634  0.1122
H 0.377 0.871 2.421  0.0981
O -4.195 -0.168 2.311  0.0801
N -4.486 0.754 1.574  -0.3343
O -3.908 1.033 0.543  0.0543
C -5.571 1.644 1.999  -0.1503
C -6.107 2.513 1.071  -0.0051
C -7.309 3.144 1.390  -0.0642
C -7.904 2.962 2.631  -0.0630
C -7.253 2.175 3.586  -0.0623
C -6.086 1.510 3.281  -0.0001
H -5.715 2.716 0.086  0.1177
H -7.785 3.748 0.628  0.1084
H -8.820 3.478 2.882  0.1057
H -7.715 2.089 4.561  0.1092
H -5.584 0.856 3.977  0.1226
O 3.450 2.535 -1.493  0.0802
N 4.135 1.742 -2.109  -0.3455
O 3.733 0.938 -2.922  0.0870
C 5.560 1.747 -1.784  -0.1614
C 6.266 0.553 -1.847  -0.0011
C 7.600 0.548 -1.478  -0.0654
C 8.248 1.733 -1.141  -0.0690
C 7.555 2.939 -1.211  -0.0638
C 6.194 2.937 -1.495  -0.0098
H 5.749 -0.354 -2.135  0.1226
H 8.124 -0.396 -1.402  0.1096
H 9.300 1.708 -0.892  0.1052
H 7.987 3.858 -0.838  0.1071
H 5.611 3.838 -1.355  0.1223
O 6.095 -1.604 1.992  0.0684
N 5.089 -0.952 1.775  -0.3493
O 4.050 -1.405 1.347  0.0809
C 5.149 0.491 2.049  -0.1479
C 6.236 1.023 2.715  -0.0050
C 6.280 2.385 2.946  -0.0648
C 5.218 3.186 2.557  -0.0607
C 4.116 2.644 1.904  -0.0668
C 4.090 1.286 1.659  -0.0082
H 7.049 0.354 2.963  0.1188
H 7.151 2.871 3.364  0.1072
H 5.245 4.265 2.647  0.1120
H 3.321 3.288 1.556  0.1037
H 3.182 0.866 1.246  0.0986
O -3.498 3.858 4.732  0.0798
N -2.648 3.560 3.922  -0.3337
O -1.733 2.774 4.132  0.0724
C -2.716 4.146 2.574  -0.1393
C -3.644 5.162 2.387  -0.0122
C -4.053 5.483 1.101  -0.0749
C -3.521 4.795 0.014  -0.0725
C -2.588 3.792 0.235  -0.0643
C -2.189 3.448 1.508  -0.0188
H -4.065 5.694 3.227  0.1166
H -4.778 6.280 0.994  0.1060
H -3.922 5.004 -0.970  0.1082
H -2.355 3.149 -0.605  0.1036
H -1.566 2.579 1.667  0.1005
C -2.242 -4.332 -3.002  -0.0783
C -3.165 -4.034 -3.993  -0.0870
C -2.711 -3.780 -5.276  -0.1556
N -1.416 -3.714 -5.577  0.0586
C -0.539 -3.977 -4.609  -0.1608
C -0.902 -4.307 -3.310  -0.0775
H -2.634 -4.614 -2.032  0.1117
H -4.226 -4.057 -3.784  0.0995
H -3.341 -3.395 -6.072  0.1047
H 0.498 -3.809 -4.883  0.0982
H -0.089 -4.570 -2.645  0.0979
C 0.320 -1.081 -2.403  -0.0728
C -1.028 -0.787 -2.351  -0.0671
C -1.442 0.161 -1.432  -0.1570
N -0.633 0.690 -0.519  0.0810
C 0.609 0.221 -0.470  -0.1348
C 1.183 -0.553 -1.466  -0.0497
H 0.632 -1.781 -3.169  0.0895
H -1.733 -1.239 -3.037  0.0905
H -2.498 0.388 -1.315  0.0738
H 1.190 0.600 0.367  0.0786
H 2.235 -0.761 -1.592  0.0850
C -4.931 -1.337 -1.982  -0.0841
C -5.922 -1.303 -1.022  -0.0711
C -7.231 -1.148 -1.463  -0.1472
N -7.561 -1.073 -2.754  0.0494
C -6.593 -1.123 -3.656  -0.1606
C -5.247 -1.220 -3.333  -0.0697
H -3.889 -1.439 -1.691  0.0895
H -5.715 -1.519 0.018  0.1004
H -8.061 -1.052 -0.771  0.1026
H -6.918 -1.028 -4.688  0.1026
H -4.445 -1.256 -4.056  0.0934